11 unconnected molecules or ions with the total composition C52H126O26. Source: OMol25; level of theory: the ωB97M-V functional and the def2-TZVPD basis.

## Properties
energy above the lowest of the compared OMol25 structures with the same formula, charge and spin: 0.000 eV
maximum force: 3.01 eV/Å
SMILES: COCCOCCOC.COCCOCCOC.COCCOCCOC.COCCOCCOC.COCCOC.COCCOC.COCCOC.COCCOC.COCCOC.COCCOC.COCCOC
E_HOMO: -9.3 eV
Kohn-Sham gap: 9.859 eV

Each line ends with the Mulliken charge.
Cartesian coordinates (Å):
C (0.60965, 4.69511, -3.77104)  -1.041
O (1.09969, 3.43026, -3.34198)  0.137
C (1.67429, 2.67073, -4.33383)  -0.768
C (2.31299, 1.42316, -3.79137)  -0.454
O (1.38102, 0.38292, -3.58345)  0.127
C (2.01221, -0.80069, -3.22504)  -0.770
H (0.65505, 5.41886, -2.87291)  0.200
H (-0.42715, 4.75136, -4.01262)  0.289
H (1.15162, 5.18206, -4.57175)  0.377
H (2.51990, 3.22508, -4.83725)  0.471
H (0.97629, 2.35391, -5.11274)  0.231
H (2.83215, 1.71076, -2.86070)  0.221
H (3.08350, 1.13255, -4.58794)  0.446
H (2.43855, -1.27103, -4.17574)  0.256
H (1.23833, -1.44123, -2.85885)  -0.068
H (2.78974, -0.64385, -2.43144)  0.358
C (-4.53401, -1.92201, 0.89657)  -0.841
O (-3.50811, -1.86223, 1.81261)  -0.449
C (-2.45451, -2.80738, 1.47584)  0.780
C (-1.52765, -2.71754, 2.65311)  -0.589
O (-0.46310, -3.51947, 2.34447)  -0.251
C (0.62040, -3.40911, 3.20777)  -0.162
H (-5.26573, -1.15723, 1.07915)  0.338
H (-5.09141, -2.90157, 0.94672)  0.377
H (-4.29670, -1.72078, -0.18470)  0.199
H (-1.92153, -2.56562, 0.56981)  -1.080
H (-2.81863, -3.85422, 1.52188)  0.551
H (-2.07801, -3.09663, 3.51262)  0.512
H (-1.19613, -1.69753, 2.84409)  -0.032
H (0.41915, -3.58613, 4.25753)  0.422
H (1.11345, -2.41991, 3.19376)  -0.106
H (1.35729, -4.10277, 2.80022)  0.035
C (5.94951, 0.67541, 7.81675)  -0.863
O (5.01183, 0.37721, 6.84116)  -0.099
C (4.10703, -0.61156, 7.26432)  -0.830
C (2.95952, -0.68375, 6.24997)  -0.219
O (2.25945, 0.56215, 6.24195)  -0.386
C (1.29526, 0.55467, 5.19477)  0.195
H (6.62578, -0.15704, 8.17008)  0.318
H (5.48754, 1.11303, 8.73088)  0.326
H (6.66696, 1.33461, 7.35405)  0.238
H (3.60097, -0.34487, 8.23395)  0.346
H (4.65655, -1.57669, 7.41520)  0.355
H (2.29353, -1.43513, 6.60739)  0.460
H (3.34141, -0.98968, 5.26389)  0.139
H (1.69386, 0.19226, 4.22040)  0.034
H (0.94497, 1.63417, 5.08990)  -0.523
H (0.37247, 0.01212, 5.61646)  0.378
C (-1.15017, -4.82510, -1.22699)  -0.480
O (-2.52390, -5.19010, -1.29153)  -0.443
C (-3.17203, -4.58613, -2.35912)  0.439
C (-4.58981, -5.14301, -2.36409)  -0.576
O (-4.72514, -6.47868, -2.87538)  -0.405
C (-6.05516, -6.91081, -2.81182)  -0.730
H (-0.77240, -4.65162, -2.24802)  0.361
H (-0.61378, -5.71034, -0.80113)  0.322
H (-1.09788, -3.93591, -0.60614)  0.014
H (-2.63991, -4.67486, -3.33851)  0.343
H (-3.41107, -3.53473, -2.11850)  -0.139
H (-5.32118, -4.44943, -2.91159)  0.163
H (-5.00467, -5.15757, -1.33195)  0.273
H (-6.01371, -7.84427, -3.35699)  0.288
H (-6.73680, -6.28534, -3.40523)  0.315
H (-6.38114, -7.05922, -1.74798)  0.261
C (-10.23520, -1.11725, -0.69061)  -0.755
O (-9.10464, -1.22977, -1.52075)  -0.334
C (-8.01908, -0.78094, -0.75135)  -0.968
C (-6.80017, -0.47124, -1.64781)  0.251
O (-6.16180, -1.65571, -2.12056)  -0.408
C (-5.17405, -1.25850, -3.03913)  -0.508
H (-10.17822, -1.76962, 0.17508)  0.312
H (-11.13514, -1.48542, -1.21857)  0.273
H (-10.41170, -0.08637, -0.39831)  0.320
H (-7.68048, -1.40323, 0.08569)  0.383
H (-8.35311, 0.18558, -0.33049)  0.418
H (-6.08964, 0.10670, -1.05949)  -0.295
H (-7.13552, 0.09411, -2.51531)  0.553
H (-4.87195, -2.15679, -3.56937)  -0.127
H (-4.24484, -0.84885, -2.59045)  0.148
H (-5.52580, -0.51599, -3.70304)  0.685
C (5.51934, 2.35105, 4.53740)  -0.782
O (5.49974, 2.78089, 3.23538)  -0.385
C (5.03011, 4.08426, 3.10625)  1.023
C (5.62076, 4.69874, 1.90917)  -0.875
O (6.79736, 5.38485, 2.24751)  -0.419
C (7.49830, 5.89723, 1.14840)  -0.767
H (6.23132, 2.96634, 5.10291)  0.392
H (5.86664, 1.28328, 4.58447)  0.254
H (4.58940, 2.39777, 5.08349)  0.296
H (5.21592, 4.69488, 4.03634)  0.457
H (3.94361, 4.13907, 3.02567)  -0.743
H (4.96684, 5.44758, 1.49005)  0.392
H (5.85074, 3.89759, 1.16194)  0.282
H (8.28414, 6.59747, 1.49519)  0.275
H (6.89418, 6.44005, 0.41194)  0.290
H (8.05899, 5.16195, 0.52337)  0.281
C (2.29900, 1.21532, 1.68904)  -0.244
O (2.26174, -0.24047, 1.51932)  -0.227
C (0.98002, -0.66785, 1.14687)  -0.396
C (0.51981, -0.18588, -0.19639)  0.711
O (-0.29098, -1.20085, -0.67608)  0.803
C (-1.30899, -0.80426, -1.54509)  0.688
H (2.64225, 1.75178, 0.78769)  0.173
H (2.99462, 1.46294, 2.50258)  0.217
H (1.33621, 1.62378, 2.00560)  -0.044
H (0.27898, -0.41367, 1.93672)  -0.081
H (1.01020, -1.76428, 0.90438)  0.040
H (1.31416, 0.07190, -0.86863)  -0.134
H (-0.01885, 0.73641, -0.01125)  -0.662
H (-0.91756, -0.16518, -2.32306)  -0.386
H (-2.10844, -0.27846, -1.10958)  -0.516
H (-1.62194, -1.72757, -1.96319)  0.323
C (2.81122, 4.50411, -0.54060)  -0.423
O (2.69393, 4.90952, 0.82738)  -0.240
C (1.33317, 4.87982, 1.12762)  0.359
C (1.09386, 5.27812, 2.56732)  -1.378
O (1.43472, 4.19641, 3.43571)  0.719
C (1.87427, 4.54475, 4.76252)  -0.421
C (0.79514, 4.56842, 5.78788)  -0.935
O (-0.07890, 5.68591, 5.65070)  -0.347
C (-0.88447, 5.96337, 6.80583)  -0.932
H (3.76386, 4.87629, -0.95450)  0.374
H (2.01122, 4.98577, -1.14789)  0.045
H (2.78106, 3.44242, -0.60618)  0.113
H (0.88980, 3.85078, 1.02530)  -0.191
H (0.76363, 5.51088, 0.39666)  0.373
H (0.06921, 5.60425, 2.70171)  0.436
H (1.76251, 6.12761, 2.85155)  0.379
H (2.28395, 5.59580, 4.80022)  0.528
H (2.66482, 3.85676, 5.01128)  -0.133
H (1.24319, 4.62904, 6.76969)  0.660
H (0.22197, 3.63652, 5.85296)  0.269
H (-1.47002, 5.17473, 7.21742)  0.335
H (-1.52624, 6.73181, 6.47090)  0.281
H (-0.30961, 6.29852, 7.62154)  0.377
C (2.57123, -4.38818, -0.79671)  -0.351
O (2.65993, -2.95582, -0.58793)  0.106
C (3.97446, -2.45581, -0.21354)  -0.772
C (4.35061, -2.79176, 1.17176)  0.158
O (5.22655, -3.92096, 1.13414)  -0.384
C (5.46575, -4.51074, 2.37233)  -0.209
C (5.39385, -6.02475, 2.15486)  -0.781
O (4.09716, -6.52000, 1.95250)  -0.287
C (3.35571, -6.61754, 3.16330)  -0.666
H (1.53673, -4.72306, -0.73316)  -0.138
H (3.15670, -4.88274, -0.03995)  0.127
H (2.94443, -4.67511, -1.72218)  0.318
H (3.90322, -1.39032, -0.41919)  -0.007
H (4.66694, -2.90340, -0.97344)  0.474
H (3.43480, -3.05222, 1.77238)  -0.234
H (4.76769, -1.91514, 1.67875)  0.600
H (4.71661, -4.22336, 3.18044)  0.103
H (6.43868, -4.18749, 2.69744)  0.402
H (5.86711, -6.56132, 2.96872)  0.489
H (5.95237, -6.25074, 1.22652)  0.273
H (3.81394, -7.36220, 3.85790)  0.310
H (2.34532, -7.01621, 2.86171)  0.217
H (3.24344, -5.72664, 3.77264)  0.273
C (-3.31108, -2.10393, -6.15761)  -0.344
O (-3.22686, -0.76239, -5.67233)  -0.398
C (-2.00771, -0.50634, -5.04170)  1.132
C (-1.21733, 0.39235, -5.89924)  0.126
O (-1.02246, -0.21084, -7.14789)  -0.064
C (-0.55795, 0.60747, -8.21727)  -0.349
C (-0.22586, -0.34205, -9.27688)  -0.853
O (0.96383, -1.07739, -8.98091)  -0.388
C (0.72086, -2.36743, -8.47209)  -0.402
H (-4.32710, -2.23432, -6.54300)  0.273
H (-3.08800, -2.81847, -5.30924)  0.001
H (-2.55824, -2.19928, -6.93225)  0.121
H (-1.48026, -1.42382, -4.75330)  0.488
H (-2.14577, -0.07039, -4.02935)  -1.325
H (-0.27695, 0.56479, -5.40786)  -0.445
H (-1.75392, 1.33346, -6.02088)  0.500
H (0.39449, 1.02334, -7.83169)  0.217
H (-1.36470, 1.33282, -8.51225)  0.304
H (0.00546, 0.24089, -10.18608)  0.411
H (-1.12237, -0.85435, -9.46228)  0.436
H (1.66629, -2.84042, -8.21363)  0.272
H (0.20567, -3.00841, -9.20414)  0.271
H (0.15520, -2.30103, -7.54675)  0.027
C (-1.70138, 2.62845, 2.93729)  -0.554
O (-1.57871, 2.01816, 1.70394)  0.406
C (-2.71362, 1.22468, 1.36418)  0.589
C (-3.75253, 1.84866, 0.45970)  -1.058
O (-3.43233, 1.81828, -0.93102)  0.276
C (-2.33962, 2.63915, -1.35912)  0.447
C (-2.62199, 3.00036, -2.80835)  0.911
O (-3.95720, 3.48473, -2.93307)  -0.504
C (-4.95875, 2.60873, -3.40979)  -0.113
H (-1.76079, 1.83037, 3.73442)  0.260
H (-2.68974, 3.12056, 2.99410)  0.433
H (-0.85672, 3.30301, 3.08170)  -0.433
H (-3.22945, 0.80904, 2.25016)  0.738
H (-2.31237, 0.35756, 0.85226)  -1.195
H (-4.02757, 2.87079, 0.76267)  0.323
H (-4.67340, 1.22042, 0.49997)  0.177
H (-1.28666, 2.20188, -1.26328)  -0.533
H (-2.37408, 3.60736, -0.84108)  0.456
H (-2.61829, 2.05176, -3.36971)  -0.533
H (-1.90551, 3.68695, -3.21093)  -0.492
H (-4.44289, 1.74378, -3.87447)  -0.023
H (-5.57997, 3.13555, -4.20768)  0.284
H (-5.59402, 2.27644, -2.61039)  0.086